# 1
Below is C18H19BrN4O4 in the gas phase, with properties calculated with the ωB97M-V functional and the def2-TZVPD basis.

As for the HOMO-LUMO gap: 8.951 eV. Its SMILES is CCOC(=O)CCn1c(=O)c2c(nc(Br)n2Cc2ccccc2)n(C)c1=O. Its total charge is 0. For the total energy, the calculation gives -103169.5707 eV.

Cartesian coordinates (Å):
C1 -1.34 -0.28 -2.87
C2 -0.81 3.37 -2.79
H1 -0.66 3.91 -3.73
H2 0.80 -3.50 2.73
N1 0.87 -0.96 -2.03
C3 1.83 0.05 -2.08
H3 0.48 -0.59 -4.02
H4 -2.86 0.60 2.38
N2 2.94 -0.38 1.37
C4 -2.31 -0.18 2.90
C5 2.29 -1.23 2.13
O1 1.99 0.72 -3.07
H5 -1.91 -0.16 -3.79
O2 -0.57 1.24 -1.18
H6 4.55 0.82 -0.50
C6 3.64 1.24 -0.94
H7 -0.32 -2.92 4.73
N3 1.31 -1.91 1.50
C7 -1.88 4.03 -1.93
H8 3.31 2.08 -0.34
N4 2.62 0.21 -0.96
C8 -1.41 -0.96 2.20
C9 0.31 -2.78 2.08
H9 -2.00 3.48 -1.00
C10 0.51 -1.74 -0.93
H10 -0.25 -2.09 -3.36
C11 -0.03 -1.04 -3.17
C12 -1.00 1.08 -2.29
H11 0.14 3.32 -2.24
C13 1.32 -1.44 0.21
H12 -1.27 -0.79 1.14
H13 -1.93 -1.53 5.97
O3 -0.39 -2.56 -0.99
Br1 2.69 -1.52 3.91
C14 2.33 -0.49 0.16
C15 -0.70 -1.95 2.85
H14 -1.91 -0.85 -2.14
H15 -0.18 -3.30 1.25
C16 -1.79 -1.37 4.91
O4 -1.18 2.05 -3.18
C17 -0.89 -2.15 4.21
H16 3.82 1.56 -1.97
H17 -3.20 0.23 4.80
C18 -2.50 -0.38 4.25
H18 -1.60 5.05 -1.71
H19 -2.83 4.03 -2.46

# 2
Below is C18H19Cl2NOS in the gas phase, with properties calculated with the ωB97M-V functional and the def2-TZVPD basis.

As for the HOMO-LUMO gap: 9.328 eV. Its SMILES is O=C(CCSCc1cccc(Cl)c1)NCCc1ccc(Cl)cc1. For the energy above the lowest of the compared OMol25 structures with the same formula, charge and spin, the calculation gives 0.102 eV. Its total charge is 0. For the total energy, the calculation gives -58393.4489 eV.

Cartesian coordinates (Å):
C1 -1.38 -1.11 1.78
H1 2.64 1.33 0.92
H2 0.73 -2.67 0.84
H3 6.61 0.06 -0.02
C2 5.10 -0.42 -1.47
C3 3.76 -0.34 -1.80
H4 -4.22 0.85 1.46
H5 2.00 -1.44 0.86
N1 -1.93 -1.80 0.76
C4 -3.92 -1.05 -0.46
C5 -2.39 0.73 -1.36
C6 5.56 0.12 -0.28
C7 -1.97 2.75 -0.16
H6 3.40 -0.77 -2.73
C8 0.94 -1.61 0.70
C9 -3.29 0.31 -0.39
C10 3.32 0.83 0.25
H7 0.86 1.05 -0.67
H8 -1.05 2.26 -2.03
S1 0.64 -1.31 -1.08
H9 -3.05 2.99 1.67
C11 -2.87 2.36 0.82
H10 5.79 -0.90 -2.14
C12 2.86 0.30 -0.95
H11 -3.62 -2.99 0.46
C13 -3.53 1.15 0.70
Cl1 -1.12 4.25 0.00
H12 1.25 0.57 -2.34
Cl2 5.22 1.42 2.06
H13 -3.77 -1.65 1.63
C14 -3.36 -1.95 0.66
C15 0.10 -0.76 1.63
H14 0.54 -0.79 2.63
H15 -5.01 -0.98 -0.35
O1 -1.99 -0.79 2.78
C16 4.66 0.75 0.57
H16 -2.18 0.09 -2.21
H17 -3.71 -1.50 -1.43
C17 -1.74 1.94 -1.26
C18 1.41 0.34 -1.29
H18 -1.40 -1.92 -0.09
H19 0.12 0.29 1.31